A 2-piece molecular cluster, CHBrOS2 overall in a non-equilibrium geometry, computed with ωB97M-V/def2-TZVPD.

Geometry as XYZ:
```
6
Properties=species:S:1:pos:R:3:lowdin_charge:R:1
C -0.588 1.601 -0.082 -1.472
O 1.714 -0.870 0.061 -0.638
S -0.290 1.771 -1.553 0.744
S -1.060 1.493 1.446 0.655
Br 0.337 -1.510 -0.449 0.957
H -0.113 -2.484 0.577 -0.245
```

## Properties
2S+1: 3
Orbital gap (alpha / beta) in eV: 4.778 / 6.734
E in eV: -94805.1899
Strongest force on any atom in eV/Å: 6.573
⟨S²⟩: 2.01
HOMO level (alpha / beta) in eV: -5.18 / -9.92
Charge: 0
Energy above the lowest of the compared OMol25 structures with the same formula, charge and spin in eV: 5.6422